C4H5N2 as an isolated structure in a non-equilibrium geometry, computed with the ωB97M-V functional and the def2-TZVPD basis.

The geometry in ORCA input format:
```
! RIJCOSX wB97M-V def2-TZVPD def2/J DEFGRID3
* xyz 1 1
C -0.74 -0.32 0.57
C -0.30 -1.17 1.56
C 1.01 -1.18 0.93
C -0.44 1.28 -1.35
N 0.94 -0.27 -0.07
N -0.25 0.34 -0.36
H -0.80 -1.67 2.35
H 1.99 -1.56 1.19
H -1.43 1.27 -1.55
H 0.00 0.98 -2.29
H 0.03 2.28 -0.99
*
```

Results
**LUMO**: -6.9 eV
**Largest force on an atom**: 4.3 eV Å⁻¹
**HOMO**: -0.57892 hartree
**Frontier orbital gap**: 0.3248 hartree

=====

An isolated ion of composition C5H4BrO2 and charge -1 in a non-equilibrium geometry, computed with the ωB97M-V functional and the def2-TZVPD basis.

The geometry in ORCA input format:
```
! RIJCOSX wB97M-V def2-TZVPD def2/J DEFGRID3
* xyz -1 1
C -2.73 0.20 -0.62
C -1.09 -1.42 -1.02
C -1.79 1.11 -0.19
C 0.01 -0.62 -0.59
C -0.50 0.50 0.41
O -1.13 -2.58 -1.31
O -1.92 2.35 -0.14
Br -3.94 0.34 -2.03
H 0.68 -1.36 -0.14
H 0.38 -0.06 -1.39
H 0.25 1.31 0.30
H -0.80 0.34 1.41
*
```

Results
**LUMO**: 3.6 eV
**Largest force on an atom**: 4.5 eV Å⁻¹
**HOMO**: -0.10936 hartree
**Frontier orbital gap**: 0.2414 hartree

=====

C9H10N2SZn as an isolated structure in a non-equilibrium geometry, computed with the ωB97M-V functional and the def2-TZVPD basis.

The geometry in ORCA input format:
```
! RIJCOSX wB97M-V def2-TZVPD def2/J DEFGRID3
* xyz -2 1
C 0.77 -1.19 -1.36
C -0.54 -1.49 -1.80
C -1.23 -2.15 -0.77
C -0.38 -2.22 0.39
C 0.91 -1.66 0.00
Zn -0.05 -0.01 0.94
C -0.88 1.61 0.05
C 0.47 1.96 -0.48
C 0.52 2.65 -1.68
N 1.33 1.18 0.12
H -2.21 -2.63 -0.88
H -0.89 -1.40 -2.83
H -0.59 -2.76 1.31
H 1.81 -1.66 0.62
H 1.56 -0.70 -1.95
H -1.57 1.15 -0.68
H 2.32 1.41 0.34
H -1.36 2.11 0.89
H -0.42 2.81 -2.20
H 1.50 2.81 -2.10
S -0.63 -0.20 5.42
C -0.36 0.08 3.90
N -0.09 0.31 2.76
*
```

Results
**LUMO**: 4.9 eV
**Largest force on an atom**: 5.5 eV Å⁻¹
**HOMO**: 0.03167 hartree
**Frontier orbital gap**: 0.1480 hartree

=====

C21H28CoFN7PSi as an isolated structure in a non-equilibrium geometry, computed with the ωB97M-V functional and the def2-TZVPD basis.

The geometry in ORCA input format:
```
! RIJCOSX wB97M-V def2-TZVPD def2/J DEFGRID3
* xyz 2 5
Co 0.07 0.34 0.02
C -0.57 0.83 5.34
N -0.43 1.25 3.97
C -0.78 2.51 3.48
C -0.73 2.50 2.13
N -0.51 1.16 1.71
C -0.32 0.41 2.78
P 0.17 -1.29 2.73
C -0.98 -1.87 1.43
N -1.03 -1.42 0.17
C -1.66 -2.43 -0.56
C -1.98 -3.47 0.23
N -1.48 -3.22 1.52
C -1.81 -3.84 2.72
C 1.61 -1.31 1.63
N 1.62 -0.58 0.51
C 2.78 -0.94 -0.19
C 3.44 -1.91 0.45
N 2.64 -2.20 1.59
C 2.96 -3.16 2.65
H -0.35 -0.28 5.46
H -1.59 0.97 5.64
H 0.05 1.41 6.04
H -0.89 3.43 4.11
H -0.90 3.31 1.33
H -2.11 -2.24 -1.56
H -2.57 -4.36 -0.02
H -2.69 -3.37 3.20
H -0.94 -3.94 3.39
H -2.17 -4.93 2.65
H 3.08 -0.58 -1.16
H 4.35 -2.47 0.17
H 3.99 -3.49 2.53
H 2.43 -4.11 2.42
H 2.74 -2.71 3.65
C -1.17 -0.78 -3.68
Si 0.36 0.28 -3.22
C 1.90 -0.96 -3.23
C 0.94 1.37 -4.60
N 0.15 1.10 -1.67
C -0.44 2.41 -1.80
C 0.24 3.60 -1.34
C -0.43 4.82 -1.30
C -1.78 4.94 -1.56
C -2.43 3.82 -2.18
C -1.70 2.67 -2.43
F -2.18 1.83 -3.41
H -1.75 -0.27 -4.53
H -1.80 -1.10 -2.87
H -0.69 -1.76 -4.10
H 1.84 -1.53 -4.15
H 1.72 -1.76 -2.47
H 2.87 -0.48 -3.12
H 0.77 0.83 -5.52
H 2.02 1.53 -4.49
H 0.53 2.38 -4.64
H 1.20 3.55 -0.86
H 0.18 5.71 -1.07
H -2.28 5.87 -1.36
H -3.51 3.95 -2.57
*
```

Results
**LUMO (spin up / spin down)**: -5.7 / -8.2 eV
**Largest force on an atom**: 4.9 eV Å⁻¹
**HOMO (spin up / spin down)**: -0.53538 / -0.54040 hartree
**Frontier orbital gap (spin up / spin down)**: 0.3257 / 0.2380 hartree

=====

C31H46ClN5O6PRe as an isolated structure in a non-equilibrium geometry, computed with the ωB97M-V functional and the def2-TZVPD basis.

The geometry in ORCA input format:
```
! RIJCOSX wB97M-V def2-TZVPD def2/J DEFGRID3
* xyz -1 2
Re -0.04 -0.23 0.69
O -0.51 -1.29 6.88
C -0.80 0.00 6.91
O -0.85 0.62 7.95
C -1.07 0.64 5.59
C -1.57 1.91 5.41
Cl -1.85 3.09 6.60
N -1.71 2.12 4.07
N -1.27 1.04 3.38
C -0.89 0.15 4.26
C -0.37 -1.19 3.80
O -0.33 -2.09 4.66
O 0.09 -1.35 2.62
C -2.31 3.20 3.33
C -3.28 4.03 3.88
C -3.85 5.02 3.10
C -3.49 5.18 1.77
C -2.54 4.33 1.22
C -1.95 3.34 1.99
H -0.50 -1.64 5.93
H -3.61 3.90 4.89
H -4.61 5.66 3.54
H -3.96 5.95 1.16
H -2.27 4.42 0.18
H -1.25 2.65 1.56
O -1.22 -2.12 0.36
C -2.34 -1.65 0.67
C -3.61 -2.45 0.85
C -4.53 -1.41 1.47
C -3.76 -0.09 1.31
O -4.23 0.99 1.56
N -2.48 -0.35 0.86
H -3.44 -3.33 1.46
H -3.95 -2.78 -0.14
H -4.68 -1.57 2.53
H -5.51 -1.32 1.00
C 1.79 3.09 2.30
C 1.88 2.27 1.00
C 1.43 3.11 -0.22
C 3.34 1.82 0.81
N 1.08 1.08 1.12
H 2.54 3.90 2.29
H 1.99 2.44 3.15
H 0.80 3.53 2.41
H 2.27 3.66 -0.65
H 0.66 3.83 0.08
H 1.01 2.44 -0.97
H 3.99 2.69 0.66
H 3.41 1.16 -0.05
H 3.67 1.27 1.70
C 0.82 0.76 -4.11
C 1.93 -0.14 -3.56
C 2.72 -0.78 -4.71
C 2.87 0.79 -2.76
P 1.09 -1.34 -2.33
N 0.64 -0.43 -1.16
C 2.33 -2.68 -1.82
C 1.77 -3.44 -0.61
C 3.60 -1.94 -1.33
C 2.72 -3.65 -2.94
C -0.33 -2.20 -3.29
C -0.06 -2.50 -4.77
C -0.68 -3.54 -2.62
C -1.58 -1.30 -3.16
H 1.27 1.62 -4.63
H 0.20 1.14 -3.29
H 0.18 0.25 -4.83
H 3.05 0.01 -5.39
H 2.13 -1.49 -5.29
H 3.61 -1.29 -4.34
H 3.01 1.72 -3.31
H 3.85 0.35 -2.60
H 2.42 1.03 -1.79
H 1.32 -2.76 0.11
H 2.60 -3.95 -0.10
H 1.04 -4.20 -0.88
H 3.33 -1.14 -0.64
H 4.18 -1.54 -2.16
H 4.23 -2.65 -0.79
H 1.86 -4.16 -3.37
H 3.38 -4.42 -2.51
H 3.27 -3.16 -3.74
H 0.83 -3.12 -4.91
H 0.05 -1.59 -5.37
H -0.92 -3.05 -5.17
H 0.09 -4.29 -2.78
H -1.60 -3.92 -3.07
H -0.86 -3.43 -1.56
H -1.53 -0.42 -3.81
H -1.70 -0.95 -2.14
H -2.47 -1.87 -3.44
*
```

Results
**LUMO (spin up / spin down)**: 2.4 / 2.3 eV
**Largest force on an atom**: 3.4 eV Å⁻¹
**HOMO (spin up / spin down)**: -0.13222 / -0.14522 hartree
**Frontier orbital gap (spin up / spin down)**: 0.2186 / 0.2316 hartree

=====

One molecule with the formula C3H6S in a non-equilibrium geometry, computed with the ωB97M-V functional and the def2-TZVPD basis.

The geometry in ORCA input format:
```
! RIJCOSX wB97M-V def2-TZVPD def2/J DEFGRID3
* xyz 0 1
C 1.33 -0.60 -0.36
C 0.01 -0.80 -0.35
C -1.00 0.26 -0.05
S -0.27 1.84 0.39
H 1.84 0.32 -0.29
H 2.02 -1.49 -0.18
H -0.35 -1.72 -0.76
H -1.69 -0.04 0.75
H -1.55 0.52 -0.94
H -0.34 1.71 1.79
*
```

Results
**LUMO**: 0.9 eV
**Largest force on an atom**: 2.8 eV Å⁻¹
**SMILES string**: C=CCS
**HOMO**: -0.33528 hartree
**Frontier orbital gap**: 0.3690 hartree

=====

One molecule with the formula C2H4OS2 in a non-equilibrium geometry, computed with the ωB97M-V functional and the def2-TZVPD basis.

The geometry in ORCA input format:
```
! RIJCOSX wB97M-V def2-TZVPD def2/J DEFGRID3
* xyz 0 1
O 1.56 -0.39 -0.13
C 0.25 -0.76 -0.14
C -0.75 0.33 -0.19
S -2.30 -0.03 -0.08
S 0.01 1.93 -0.13
H 1.97 -0.77 0.68
H 0.20 -1.42 -1.07
H 0.13 -1.44 0.68
H -1.07 2.55 0.38
*
```

Results
**LUMO**: -0.3 eV
**Largest force on an atom**: 3.6 eV Å⁻¹
**SMILES string**: OCC(=S)S
**HOMO**: -0.32357 hartree
**Frontier orbital gap**: 0.3119 hartree

=====

A 13-piece molecular cluster, C59H83N7O6 overall in a non-equilibrium geometry, computed with the ωB97M-V functional and the def2-TZVPD basis.

The geometry in ORCA input format:
```
! RIJCOSX wB97M-V def2-TZVPD def2/J DEFGRID3
* xyz 0 1
C 1.84 6.49 -1.42
C 2.28 5.05 -1.57
C 0.91 4.41 -1.58
O 0.16 5.25 -2.46
C 0.50 6.61 -2.16
H 2.67 7.09 -1.81
H 1.74 6.76 -0.37
H 2.98 4.69 -0.81
H 2.81 4.87 -2.50
H 0.46 4.33 -0.59
H 0.97 3.37 -1.90
H -0.22 7.14 -1.53
H 0.48 7.23 -3.05
C 4.65 2.15 -3.69
C 4.94 3.25 -4.68
C 3.86 3.00 -5.70
O 2.70 2.62 -4.91
C 3.18 1.80 -3.84
H 4.95 2.47 -2.69
H 5.23 1.28 -4.02
H 5.96 3.23 -5.07
H 4.67 4.21 -4.25
H 4.14 2.25 -6.45
H 3.76 3.95 -6.21
H 3.04 0.74 -4.08
H 2.58 1.85 -2.94
C -3.23 0.03 3.95
C -3.42 0.20 2.45
C -4.91 0.08 2.19
O -5.46 0.12 3.43
C -4.56 -0.51 4.34
H -3.11 0.98 4.48
H -2.42 -0.65 4.24
H -2.89 -0.60 1.94
H -2.99 1.17 2.19
H -5.15 -0.92 1.80
H -5.29 0.92 1.61
H -4.64 -1.58 4.10
H -4.84 -0.44 5.39
C -3.54 -1.53 -2.08
C -4.20 -2.84 -2.55
C -5.67 -2.58 -2.38
O -5.85 -1.41 -1.61
C -4.71 -0.58 -1.85
H -2.81 -1.18 -2.81
H -3.15 -1.82 -1.10
H -3.87 -3.60 -1.85
H -4.00 -3.12 -3.59
H -6.19 -3.45 -2.00
H -6.08 -2.43 -3.38
H -4.49 0.04 -0.98
H -4.81 0.09 -2.70
C 3.49 -3.32 -3.07
C 3.30 -2.47 -1.85
C 4.43 -1.47 -1.84
O 5.48 -2.26 -2.35
C 4.98 -3.36 -3.13
H 3.04 -2.84 -3.94
H 2.98 -4.28 -3.05
H 3.26 -2.99 -0.89
H 2.31 -2.00 -1.79
H 4.71 -1.08 -0.86
H 4.29 -0.62 -2.52
H 5.37 -4.26 -2.67
H 5.24 -3.23 -4.18
C 0.07 -0.69 0.49
C 1.39 -0.22 1.02
C 1.54 1.07 0.17
O 0.24 1.43 -0.27
C -0.74 0.55 0.31
H -0.47 -1.42 1.10
H 0.27 -1.20 -0.45
H 2.25 -0.87 0.94
H 1.28 -0.02 2.08
H 2.02 0.73 -0.75
H 2.04 1.85 0.75
H -1.66 0.42 -0.26
H -1.00 0.96 1.29
N -5.66 -3.86 1.95
C -5.43 -4.52 3.09
C -4.14 -4.74 3.57
C -3.04 -4.32 2.82
C -3.28 -3.64 1.61
C -4.58 -3.44 1.20
H -6.30 -4.83 3.64
H -4.00 -5.20 4.54
H -2.02 -4.54 3.10
H -2.41 -3.28 1.08
H -4.76 -2.83 0.33
N -4.31 2.82 -2.11
C -3.02 3.09 -1.77
C -2.64 3.53 -0.46
C -3.70 3.66 0.50
C -5.02 3.28 0.13
C -5.28 2.86 -1.18
H -2.28 2.99 -2.56
H -1.63 3.73 -0.13
H -3.40 3.86 1.52
H -5.75 3.38 0.92
H -6.29 2.65 -1.48
N 0.30 -2.34 3.96
C -0.52 -2.54 5.01
C -0.15 -2.15 6.28
C 1.04 -1.44 6.44
C 1.88 -1.24 5.36
C 1.45 -1.71 4.10
H -1.49 -3.00 4.88
H -0.80 -2.27 7.13
H 1.29 -1.05 7.42
H 2.79 -0.66 5.49
H 2.06 -1.64 3.21
N -0.12 -1.44 -3.19
C 0.06 -2.26 -4.27
C 0.35 -1.75 -5.54
C 0.41 -0.41 -5.72
C 0.16 0.40 -4.58
C -0.09 -0.12 -3.36
H 0.05 -3.32 -4.09
H 0.60 -2.42 -6.35
H 0.76 -0.03 -6.67
H 0.24 1.48 -4.65
H -0.30 0.45 -2.46
N -0.57 -5.35 -1.18
C -0.77 -6.58 -0.63
C -0.49 -6.87 0.70
C 0.05 -5.88 1.50
C 0.30 -4.64 0.97
C -0.04 -4.41 -0.39
H -1.31 -7.22 -1.31
H -0.74 -7.83 1.13
H 0.34 -6.14 2.51
H 0.61 -3.84 1.64
H 0.16 -3.46 -0.85
N 4.68 0.96 0.87
C 4.69 0.37 2.07
C 5.05 1.05 3.25
C 5.53 2.34 3.17
C 5.62 2.95 1.94
C 5.19 2.21 0.82
H 4.19 -0.58 2.12
H 4.95 0.54 4.19
H 5.87 2.92 4.01
H 6.12 3.91 1.86
H 5.24 2.69 -0.14
N -0.61 4.06 2.71
C -0.99 2.88 3.30
C -0.15 1.93 3.75
C 1.26 2.19 3.69
C 1.69 3.33 3.05
C 0.77 4.26 2.57
H -2.07 2.82 3.35
H -0.44 1.01 4.23
H 1.98 1.53 4.14
H 2.73 3.61 2.94
H 1.08 5.19 2.11
*
```

Results
**LUMO**: 0.3 eV
**Largest force on an atom**: 3.7 eV Å⁻¹
**HOMO**: -0.33469 hartree
**Frontier orbital gap**: 0.3439 hartree